This record from the Open Molecules 2025 dataset describes C18H20HgN5PS as an isolated structure. The level of theory is ωB97M-V/def2-TZVPD.

XYZ file:
```
46
Properties=species:S:1:pos:R:3:lowdin_spin:R:1
Hg -1.276 -1.468 -2.200 0.48
N 0.644 -0.033 -4.095 0.03
N 1.912 -0.621 -3.957 0.01
C 2.066 -1.955 -3.938 0.02
N 3.310 -2.449 -3.903 0.01
S 0.773 -3.028 -3.991 0.19
H 0.306 -0.111 -5.057 0.00
H 0.681 0.945 -3.831 0.00
H 2.734 -0.027 -3.972 0.00
H 4.133 -1.876 -3.998 0.00
H 3.424 -3.449 -3.936 0.00
N -1.522 0.956 0.776 0.01
P -0.133 0.202 0.148 0.08
C 0.218 -1.008 1.483 0.01
C 0.613 -0.579 2.749 0.00
C 0.837 -1.508 3.747 0.00
C 0.644 -2.858 3.503 0.00
C 0.216 -3.285 2.257 0.00
C 0.015 -2.359 1.246 0.00
C 1.097 1.491 0.539 0.01
C 0.772 2.842 0.587 0.00
C 1.746 3.774 0.906 0.00
C 3.047 3.365 1.147 0.00
C 3.389 2.025 1.037 0.00
C 2.421 1.091 0.717 0.00
C -2.837 0.716 0.456 0.01
C -3.855 1.478 1.048 0.00
C -5.163 1.237 0.690 0.00
C -5.441 0.235 -0.237 0.00
C -4.380 -0.476 -0.759 0.01
N -3.117 -0.242 -0.421 0.09
H -1.376 1.621 1.530 0.00
H 0.769 0.471 2.949 0.00
H 1.168 -1.175 4.718 0.00
H 0.826 -3.577 4.287 0.00
H 0.038 -4.335 2.076 0.00
H -0.284 -2.687 0.254 0.01
H -0.239 3.168 0.382 0.00
H 1.483 4.820 0.962 0.00
H 3.798 4.095 1.406 0.00
H 4.409 1.712 1.200 0.00
H 2.679 0.043 0.638 0.00
H -3.603 2.255 1.754 0.00
H -5.962 1.822 1.119 0.00
H -6.449 0.017 -0.545 0.00
H -4.534 -1.277 -1.471 0.01
```

Results
⟨S²⟩ ... 0.7549
LUMO level (spin up / spin down) ... -2.295 / -5.003 eV
Total charge ... +1
2S+1 ... 2
Frontier orbital gap (spin up / spin down) ... 8.158 / 6.009 eV

=====

This record from the Open Molecules 2025 dataset describes C18H20MoO11PS2 as an isolated structure. The level of theory is ωB97M-V/def2-TZVPD.

XYZ file:
```
53
Properties=species:S:1:pos:R:3:lowdin_spin:R:1
Mo -0.564 -0.727 -0.061 1.77
O 2.437 1.240 3.770 0.00
C 1.456 1.086 2.879 0.00
O 1.153 1.896 2.048 0.00
C 0.766 -0.257 3.046 0.01
O 0.737 -1.008 1.820 0.02
C 2.062 -1.160 1.237 0.01
C 2.243 -0.046 0.216 0.01
O 3.236 0.578 0.039 0.02
O 1.070 0.182 -0.443 0.06
H 2.844 2.112 3.622 0.00
H -0.274 -0.096 3.333 0.00
H 1.275 -0.858 3.798 0.00
H 2.085 -2.130 0.740 0.00
H 2.821 -1.125 2.016 0.00
O 0.719 -4.517 -0.472 0.00
S -0.107 -3.397 -0.729 0.01
O 0.536 -2.215 -1.360 0.01
O -0.712 -2.745 0.501 0.02
C -1.496 -3.904 -1.692 0.00
C -1.448 -5.198 -2.173 0.00
C -2.513 -5.710 -2.909 0.00
C -3.622 -4.933 -3.153 0.00
C -3.682 -3.626 -2.676 0.00
C -2.629 -3.101 -1.947 0.00
S -2.841 -1.413 -1.454 0.01
O -4.051 -0.940 -2.019 0.00
O -2.713 -1.288 0.031 0.02
O -1.583 -0.678 -1.889 0.04
H -0.580 -5.804 -1.959 0.00
H -2.464 -6.724 -3.281 0.00
H -4.452 -5.329 -3.721 0.00
H -4.545 -3.009 -2.875 0.00
C -3.287 1.728 -0.346 0.00
P -1.650 1.508 0.400 0.00
C -0.635 2.800 -0.345 0.00
C -1.956 1.853 2.143 0.01
C -2.659 0.890 2.868 0.00
C -2.976 1.121 4.198 0.00
C -2.601 2.315 4.800 0.00
C -1.912 3.278 4.075 0.00
C -1.584 3.050 2.747 0.00
H -3.616 2.732 -0.072 0.00
H -3.995 1.001 0.043 0.00
H -3.240 1.642 -1.431 0.00
H -1.172 3.749 -0.298 0.00
H -0.471 2.536 -1.390 0.00
H 0.326 2.873 0.154 0.00
H -2.968 -0.039 2.398 0.00
H -3.522 0.375 4.760 0.00
H -2.851 2.498 5.836 0.00
H -1.627 4.209 4.545 0.00
H -1.029 3.796 2.195 0.00
```

Results
⟨S²⟩ ... 2.0132
LUMO level (spin up / spin down) ... -4.678 / -4.514 eV
Total charge ... +1
2S+1 ... 3
Frontier orbital gap (spin up / spin down) ... 7.875 / 8.102 eV